The following is a DFT calculation (wB97M-V/def2-TZVPD) of a molecular structure, C15H35FeN2O8P at a distorted geometry.

Output
Highest occupied orbital energy (spin up / spin down)   -0.10 / -0.02 eV
Kohn-Sham gap (spin up / spin down)   4.59 / 4.50 eV
Spin multiplicity   5
Largest force on an atom   0.0330 hartree/bohr
Charge   -2

The geometry in XYZ format:
```
62
C15H35FeN2O8P | OMol25 | wB97M-V/def2-TZVPD
Fe 1.277 -15.147 -6.957
C 1.090 -12.039 -5.447
C 0.195 -12.409 -4.262
C -0.694 -11.196 -3.975
C -1.756 -11.493 -2.917
C -2.630 -12.619 -3.474
C -1.822 -13.879 -3.831
N -0.658 -13.540 -4.635
O 0.091 -14.672 -4.985
C -2.739 -14.789 -4.628
C -1.467 -14.639 -2.508
C 1.138 -12.648 -3.079
H 1.805 -11.253 -5.195
H 0.505 -11.835 -6.346
H 1.753 -12.876 -5.703
H -1.175 -10.785 -4.864
H -0.056 -10.401 -3.567
H -2.375 -10.606 -2.747
H -1.341 -11.847 -1.970
H -3.032 -12.216 -4.415
H -3.450 -12.884 -2.803
H -3.677 -14.965 -4.094
H -2.234 -15.736 -4.829
H -3.022 -14.354 -5.594
H -0.404 -14.752 -2.327
H -1.842 -15.668 -2.515
H -1.902 -14.163 -1.620
H 1.867 -13.431 -3.271
H 0.593 -12.964 -2.179
H 1.647 -11.746 -2.722
P 3.757 -15.533 -7.718
O 3.089 -14.476 -6.763
O 4.297 -16.742 -6.912
O 4.793 -14.935 -8.656
O 2.396 -15.959 -8.430
C -2.491 -16.843 -8.622
C -1.105 -16.210 -8.519
C -1.177 -14.697 -8.745
O 0.051 -14.175 -8.310
C 0.338 -12.859 -8.716
N -0.473 -16.451 -7.210
H -2.364 -17.927 -8.578
H -3.027 -16.565 -9.534
H -3.114 -16.541 -7.777
H -0.364 -16.618 -9.215
H -2.053 -14.255 -8.243
H -1.333 -14.465 -9.808
H 1.325 -12.627 -8.301
H -0.384 -12.137 -8.328
H 0.504 -12.767 -9.795
H -0.487 -17.448 -7.017
H -1.035 -16.034 -6.459
C 2.051 -17.821 -4.554
C 1.073 -17.307 -3.547
O 1.585 -16.109 -2.955
O 2.062 -16.907 -5.626
H 1.720 -18.806 -4.936
H 3.062 -17.920 -4.147
H 0.901 -18.012 -2.725
H 0.138 -17.015 -4.034
H 1.310 -15.420 -3.589
H 3.000 -16.922 -6.049
```

Table of natural (NBO) atomic charges, one value per atom, all in e: 1.514, -0.623, 0.098, -0.383, -0.403, -0.382, 0.104, -0.216, -0.868, -0.590, -0.658, -0.644, 0.193, 0.190, 0.276, 0.194, 0.191, 0.183, 0.195, 0.187, 0.187, 0.183, 0.216, 0.195, 0.252, 0.197, 0.176, 0.245, 0.191, 0.189, 2.501, -1.287, -1.230, -1.237, -1.300, -0.621, -0.083, -0.050, -0.560, -0.254, -0.849, 0.206, 0.195, 0.204, 0.229, 0.159, 0.166, 0.241, 0.161, 0.171, 0.374, 0.391, -0.067, -0.085, -0.776, -0.834, 0.121, 0.174, 0.139, 0.176, 0.509, 0.529